No. 1
DFT (ωB97M-V/def2-TZVPD) results for a 16-piece molecular cluster, C64H167N9O27 overall.

```
267
Properties=species:S:1:pos:R:3
C 6.577 -12.533 -1.049
C 6.205 -11.548 -2.096
O 6.258 -10.158 -1.720
C 5.262 -9.538 -1.177
O 4.162 -10.029 -0.937
O 5.543 -8.288 -1.137
C 4.413 -7.310 -1.284
H 6.124 -13.471 -1.370
H 6.101 -12.381 -0.080
H 7.650 -12.520 -0.854
H 5.168 -11.775 -2.343
H 6.765 -11.827 -2.989
H 4.011 -7.256 -2.296
H 4.650 -6.297 -0.959
H 3.594 -7.687 -0.671
C -6.753 5.351 3.433
O -5.412 5.343 2.889
C -5.095 6.632 2.352
C -5.453 6.554 0.851
N -5.452 7.794 0.165
C -6.112 7.559 -1.117
C -5.801 8.572 -2.166
O -4.342 8.783 -2.192
C -3.731 7.835 -3.079
H -7.459 5.890 2.802
H -6.740 5.861 4.397
H -7.070 4.317 3.572
H -4.057 6.903 2.545
H -5.651 7.468 2.776
H -6.392 6.005 0.780
H -4.789 5.959 0.224
H -4.545 8.146 -0.107
H -7.181 7.636 -0.917
H -5.919 6.558 -1.502
H -6.278 9.498 -1.845
H -6.361 8.241 -3.040
H -2.750 8.260 -3.289
H -4.345 7.613 -3.952
H -3.547 6.883 -2.581
C 5.835 9.063 -5.095
O 5.965 10.059 -4.096
C 6.622 11.256 -4.494
C 7.220 12.115 -3.423
N 8.007 11.328 -2.628
C 8.809 12.165 -1.647
C 10.080 11.380 -1.179
O 9.869 10.581 -0.105
C 10.919 9.980 0.608
H 5.393 8.138 -4.725
H 6.741 8.671 -5.556
H 5.132 9.380 -5.865
H 6.072 11.866 -5.211
H 7.518 11.192 -5.112
H 6.460 12.615 -2.823
H 7.871 12.872 -3.859
H 7.468 10.698 -2.052
H 8.162 12.327 -0.785
H 9.049 13.157 -2.028
H 10.740 12.136 -0.755
H 10.576 10.790 -1.950
H 11.443 9.211 0.041
H 10.638 9.292 1.405
H 11.612 10.724 1.002
C -11.351 -0.455 -4.583
O -10.145 -1.087 -4.884
C -10.368 -2.451 -5.230
C -9.231 -3.276 -5.900
N -8.000 -3.176 -5.178
C -6.810 -3.593 -5.990
C -5.533 -3.151 -5.194
O -5.031 -4.101 -4.256
C -5.983 -4.154 -3.079
H -11.817 -0.898 -3.703
H -12.163 -0.471 -5.311
H -11.179 0.601 -4.374
H -11.224 -2.695 -5.858
H -10.466 -2.901 -4.243
H -9.158 -2.691 -6.816
H -9.539 -4.299 -6.116
H -7.848 -2.217 -4.897
H -6.850 -3.131 -6.977
H -6.753 -4.675 -6.107
H -5.854 -2.226 -4.717
H -4.804 -2.906 -5.967
H -6.378 -3.189 -2.760
H -5.486 -4.705 -2.281
H -6.792 -4.871 -3.214
C 3.771 -1.086 -4.646
O 3.572 -0.165 -3.608
C 2.352 0.540 -3.701
C 1.142 -0.257 -3.017
N 1.354 -0.378 -1.591
C 0.303 -1.109 -0.888
C 0.547 -1.249 0.649
O 0.782 0.057 1.202
C -0.392 0.879 1.086
H 4.813 -1.239 -4.927
H 3.430 -0.667 -5.593
H 3.303 -2.036 -4.389
H 2.131 0.968 -4.679
H 2.342 1.409 -3.043
H 1.110 -1.285 -3.378
H 0.220 0.297 -3.195
H 2.245 -0.772 -1.324
H 0.274 -2.150 -1.212
H -0.671 -0.687 -1.137
H 1.467 -1.820 0.778
H -0.289 -1.653 1.220
H -0.764 0.945 0.063
H -0.160 1.890 1.419
H -1.214 0.537 1.715
C -5.706 -7.250 18.261
O -6.386 -7.481 16.969
C -5.876 -6.516 16.071
C -6.608 -6.554 14.734
N -6.265 -5.367 13.757
C -4.796 -5.149 13.452
C -4.610 -3.867 12.545
O -5.242 -4.212 11.250
C -4.823 -3.375 10.237
H -4.631 -7.412 18.187
H -5.965 -8.097 18.896
H -5.986 -6.276 18.661
H -4.847 -6.859 15.965
H -5.828 -5.518 16.508
H -7.660 -6.458 15.002
H -6.461 -7.471 14.163
H -6.671 -5.441 12.836
H -4.462 -6.059 12.954
H -4.131 -5.091 14.314
H -3.532 -3.719 12.484
H -5.054 -3.008 13.049
H -4.899 -2.332 10.547
H -5.315 -3.543 9.279
H -3.767 -3.573 10.051
C 2.059 16.347 4.101
O 2.514 15.162 3.511
C 3.133 14.217 4.367
C 3.628 12.763 3.826
N 2.648 12.144 2.840
C 3.063 10.887 2.231
C 1.977 9.880 2.060
O 2.446 8.675 1.488
C 1.411 7.804 1.014
H 2.678 16.727 4.914
H 1.073 16.060 4.469
H 1.928 17.143 3.368
H 2.415 14.134 5.183
H 4.073 14.561 4.799
H 3.680 12.052 4.651
H 4.613 12.882 3.375
H 2.623 12.817 2.087
H 3.730 10.296 2.858
H 3.495 10.947 1.232
H 1.194 10.210 1.377
H 1.507 9.663 3.019
H 1.031 8.015 0.014
H 0.554 7.859 1.685
H 1.787 6.791 0.868
C -1.352 -3.248 -12.128
O -2.252 -3.112 -13.153
C -2.519 -4.334 -13.907
C -3.447 -3.963 -15.092
N -3.546 -5.113 -16.019
C -4.193 -4.667 -17.282
C -5.728 -4.484 -17.221
O -6.206 -5.860 -17.046
C -7.483 -6.192 -16.721
H -1.548 -4.071 -11.441
H -1.498 -2.310 -11.593
H -0.377 -3.275 -12.615
H -2.961 -5.162 -13.353
H -1.546 -4.694 -14.241
H -2.832 -3.158 -15.495
H -4.431 -3.612 -14.781
H -4.111 -5.867 -15.656
H -4.046 -5.399 -18.076
H -3.583 -3.842 -17.651
H -6.171 -4.072 -18.128
H -5.998 -3.852 -16.375
H -8.134 -5.807 -17.506
H -7.752 -5.757 -15.758
H -7.629 -7.271 -16.757
C 3.801 -1.764 17.410
O 3.968 -0.726 16.477
C 5.299 -0.335 16.151
C 5.409 -0.260 14.625
N 5.684 -1.458 13.994
C 5.715 -1.477 12.532
C 4.379 -1.054 11.918
O 4.390 -1.611 10.596
C 3.364 -1.126 9.750
H 2.755 -2.065 17.338
H 4.225 -1.506 18.380
H 4.347 -2.622 17.018
H 6.050 -0.968 16.625
H 5.309 0.704 16.479
H 6.263 0.371 14.377
H 4.538 0.295 14.278
H 6.655 -1.700 14.135
H 5.855 -2.504 12.193
H 6.478 -0.738 12.287
H 4.453 0.033 11.885
H 3.485 -1.374 12.454
H 3.400 -1.692 8.819
H 3.544 -0.066 9.572
H 2.322 -1.244 10.045
C 1.905 -9.268 -7.357
O 1.798 -10.212 -6.406
C 0.665 -10.207 -5.586
C -0.780 -10.227 -6.258
N -1.081 -11.489 -7.084
C -1.251 -12.571 -6.170
C -1.063 -13.889 -6.952
O -0.815 -15.125 -6.206
C -1.816 -15.456 -5.204
H 2.934 -9.372 -7.703
H 1.871 -8.249 -6.972
H 1.135 -9.347 -8.124
H 0.742 -9.485 -4.773
H 0.779 -11.227 -5.221
H -0.731 -9.475 -7.045
H -1.564 -9.999 -5.535
H -0.312 -11.659 -7.716
H -2.263 -12.575 -5.765
H -0.672 -12.679 -5.253
H -0.192 -13.747 -7.592
H -1.899 -14.032 -7.636
H -1.424 -16.301 -4.640
H -2.799 -15.801 -5.527
H -2.005 -14.669 -4.474
C -7.378 1.194 -1.540
O -7.590 1.483 -2.913
H -6.342 1.502 -1.398
H -7.959 1.684 -0.760
H -7.572 0.144 -1.321
H -8.416 1.100 -3.217
C 7.024 6.535 -1.042
O 8.346 6.495 -0.567
H 6.403 5.653 -1.193
H 6.610 7.047 -0.173
H 6.563 7.216 -1.757
H 8.746 7.366 -0.624
C -0.355 -6.768 7.411
O -0.052 -8.190 7.355
H 0.534 -6.170 7.613
H -0.711 -6.523 6.411
H -1.133 -6.484 8.120
H -0.770 -8.671 7.772
C 8.480 1.001 -0.252
O 9.514 1.764 0.358
H 8.204 1.422 -1.218
H 8.879 -0.010 -0.329
H 7.528 0.874 0.264
H 9.272 2.693 0.330
C 7.234 3.720 -9.964
O 6.313 4.633 -10.491
H 8.214 3.680 -10.439
H 7.562 4.120 -9.005
H 6.940 2.670 -9.971
H 5.650 4.282 -11.090
C -1.277 4.400 8.897
O -0.165 3.708 9.485
H -2.167 4.030 9.405
H -1.047 5.462 8.989
H -1.339 4.100 7.850
H 0.650 4.215 9.476
```

HOMO energy = -8.55 eV
gap between HOMO and LUMO = 8.9 eV
M = 1495.1 g/mol
total energy = -5061.93907 Eh
LUMO = 0.3099 eV
multiplicity = 1

=====

No. 2
DFT (ωB97M-V/def2-TZVPD) results for C28H20IrN4O7PSe2 as an isolated structure.

```
63
Properties=species:S:1:pos:R:3
Ir 0.664 -0.635 2.114
O 2.536 -0.533 2.628
C 3.482 -1.433 2.402
C 4.803 -0.961 2.522
C 5.880 -1.790 2.322
C 5.685 -3.133 1.994
C 4.401 -3.611 1.876
C 3.282 -2.788 2.076
C 1.950 -3.358 1.988
N 0.798 -2.700 2.077
C -0.220 -3.634 2.019
C 0.327 -4.863 1.875
N 1.688 -4.676 1.856
H 4.930 0.083 2.770
H 6.883 -1.394 2.413
H 6.529 -3.789 1.831
H 4.268 -4.653 1.612
H -1.254 -3.354 2.107
H -0.120 -5.836 1.800
H 2.379 -5.399 1.778
Se 0.634 1.672 2.391
P -1.703 2.136 1.117
Se -3.910 1.536 1.466
C -1.383 2.020 -0.688
C -0.134 2.440 -1.136
C 0.204 2.339 -2.475
C -0.712 1.830 -3.386
C -1.959 1.416 -2.947
C -2.290 1.497 -1.600
C -1.929 3.958 1.286
C -2.922 4.593 0.534
C -3.147 5.952 0.661
C -2.372 6.701 1.537
C -1.380 6.083 2.278
C -1.160 4.717 2.157
H 0.586 2.848 -0.436
H 1.181 2.665 -2.807
H -0.451 1.757 -4.434
H -2.684 1.031 -3.652
H -3.264 1.169 -1.259
H -3.515 4.017 -0.168
H -3.921 6.427 0.073
H -2.542 7.765 1.638
H -0.770 6.662 2.959
H -0.384 4.252 2.751
O -2.857 -2.099 0.998
C -1.878 -1.465 0.660
O -1.226 -0.660 1.454
C -1.405 -1.545 -0.772
C -0.182 -1.038 -1.187
C 0.156 -1.135 -2.524
C -0.656 -1.710 -3.480
C -1.865 -2.205 -3.022
C -2.259 -2.136 -1.700
N -2.783 -2.810 -4.006
O -2.443 -2.788 -5.171
O -3.806 -3.305 -3.586
N 1.445 -0.559 -2.956
O 1.682 -0.544 -4.145
O 2.204 -0.183 -2.089
H 0.493 -0.548 -0.496
H -0.374 -1.758 -4.519
H -3.208 -2.537 -1.378
```

HOMO energy (alpha / beta) = -6.87 / -8.66 eV
gap between HOMO and LUMO (alpha / beta) = 6.0 / 6.4 eV
⟨S²⟩ = 6.027
M = 905.6 g/mol
total energy = -7073.07972 Eh
LUMO (alpha / beta) = -0.8322 / -2.2266 eV
multiplicity = 5
relative energy (zero: lowest compared OMol25 entry of this formula, charge and spin) = 0.0 kcal/mol

=====

No. 3
DFT (ωB97M-V/def2-TZVPD) results for C27H42AlBBr2Cl3F3I2N4O13 as an isolated structure.

```
98
Properties=species:S:1:pos:R:3
C 0.883 2.495 -1.573
O -0.294 1.772 -1.159
C -0.317 1.587 0.238
N -0.275 0.103 0.448
C -1.278 -0.661 -0.223
I -3.292 -0.400 0.518
C -1.035 -1.487 -1.253
C 0.389 -1.621 -1.821
I -2.692 -2.557 -2.079
C 0.643 -0.452 1.210
N 1.645 0.094 1.935
C 2.291 -0.947 2.551
O 3.321 -0.904 3.381
N 1.710 -2.063 2.170
C 1.971 -3.493 2.449
C 3.020 -4.003 1.368
C 2.484 -5.201 0.505
C 2.326 -4.868 -1.009
O 2.969 -5.824 -1.837
N 0.669 -1.816 1.352
H 1.049 2.394 -2.663
H 1.800 2.149 -1.049
H 0.688 3.572 -1.393
H 0.561 2.054 0.717
H -1.279 1.948 0.652
H 1.171 -1.721 -1.042
H 0.602 -0.676 -2.361
H 0.418 -2.600 -2.521
H 3.015 -0.569 4.246
H 1.016 -4.046 2.364
H 2.443 -3.624 3.435
H 3.231 -3.169 0.663
H 3.989 -4.261 1.824
H 3.197 -6.045 0.595
H 1.491 -5.522 0.875
H 2.727 -3.857 -1.269
H 1.238 -4.856 -1.278
H 2.689 -5.701 -2.756
H 0.094 -2.544 0.940
O 4.871 0.808 1.147
H 4.592 0.248 1.880
B -4.732 1.717 -2.928
O -4.773 0.236 -2.814
C -6.023 -0.122 -2.575
O -6.393 -1.260 -2.428
C -6.885 1.110 -2.518
O -8.072 1.136 -2.316
O -6.129 2.176 -2.724
F -4.276 2.090 -4.199
F -3.888 2.255 -1.932
Al 3.157 2.047 1.642
C -5.008 2.725 2.102
C -5.274 3.521 3.135
C -6.665 3.925 3.454
O -6.907 4.652 4.395
C -7.743 3.407 2.582
C -7.477 2.612 1.549
C -6.089 2.208 1.230
O -5.850 1.482 0.287
H -3.999 2.421 1.852
H -4.498 3.908 3.783
H -8.751 3.712 2.830
H -8.252 2.225 0.899
C -9.402 3.196 -4.948
O -9.381 1.890 -5.509
H -9.569 3.915 -5.749
H -10.212 3.273 -4.217
H -8.445 3.407 -4.464
H -9.232 1.273 -4.782
Br 7.844 -0.668 -3.911
C 7.731 0.293 -2.224
C 6.324 0.310 -1.688
Br 5.244 1.599 -2.654
H 8.134 1.313 -2.402
H 8.394 -0.244 -1.546
H 6.315 0.645 -0.652
H 5.816 -0.649 -1.758
Cl 0.912 -2.417 -4.063
F 8.472 3.079 -2.034
O 6.230 -3.916 0.763
C 6.734 -3.138 1.532
O 8.056 -2.934 1.503
C 8.724 -1.896 2.234
C 9.043 -2.336 3.649
C 5.905 -2.455 2.591
H 8.152 -0.967 2.202
H 9.653 -1.705 1.698
H 8.137 -2.552 4.216
H 9.602 -1.559 4.173
H 9.637 -3.251 3.636
H 5.803 -3.119 3.451
H 4.924 -2.251 2.174
H 6.304 -1.496 2.916
C -9.253 6.426 0.041
Cl -7.698 5.722 -0.414
Cl -10.240 5.281 0.962
H -9.076 7.305 0.652
H -9.790 6.702 -0.861
```

HOMO energy = -8.58 eV
gap between HOMO and LUMO = 1.6 eV
M = 1245.4 g/mol
total energy = -9941.74579 Eh
LUMO = -6.9276 eV
multiplicity = 1

=====

No. 4
DFT (ωB97M-V/def2-TZVPD) results for a 11-piece molecular cluster, H22O11 overall.

```
33
Properties=species:S:1:pos:R:3
O 3.331 -0.906 -0.675
H 4.283 -1.043 -0.798
H 3.098 0.031 -0.847
O -1.781 0.598 1.928
H -2.058 -0.328 1.987
H -1.285 0.664 2.733
O -1.535 -1.620 -2.303
H -0.821 -1.447 -2.909
H -1.158 -1.404 -1.477
O 2.900 -2.536 1.470
H 2.974 -2.051 0.639
H 3.730 -2.642 1.890
O -0.263 1.801 -2.921
H -0.597 1.739 -2.034
H 0.324 2.569 -2.968
O -3.307 1.845 -2.229
H -2.677 1.741 -1.502
H -2.795 2.217 -2.925
O 1.948 1.534 0.704
H 1.358 2.300 0.731
H 1.989 1.407 1.641
O -1.340 2.029 -0.308
H -1.482 1.638 0.557
H -1.456 2.994 -0.272
O 0.846 -1.149 2.301
H 1.608 -1.742 2.165
H 0.383 -0.912 1.508
O -2.260 -2.176 1.840
H -2.821 -2.313 1.077
H -1.357 -2.419 1.537
O -0.115 -0.523 -0.175
H -0.465 0.372 -0.094
H 0.800 -0.269 -0.272
```

HOMO energy = -10.45 eV
gap between HOMO and LUMO = 10.2 eV
M = 198.2 g/mol
total energy = -840.83449 Eh
LUMO = -0.2333 eV
multiplicity = 1
relative energy (zero: lowest compared OMol25 entry of this formula, charge and spin) = 28.6 kcal/mol

=====

No. 5
DFT (ωB97M-V/def2-TZVPD) results for a 2-piece molecular cluster, C4H14N3 overall.

```
21
Properties=species:S:1:pos:R:3
C -1.180 -2.198 -0.940
C 0.069 -1.826 -1.198
N 0.346 -0.416 -1.548
N -1.582 -3.473 -0.662
H -1.975 -1.461 -1.043
H 0.953 -2.431 -1.093
H 0.941 -0.339 -2.377
H -0.508 0.101 -1.774
H 0.798 0.079 -0.770
H -0.879 -4.100 -0.295
H -2.441 -3.535 -0.135
C 0.243 1.118 2.005
N 1.126 2.180 1.536
C 0.618 2.860 0.359
H -0.716 1.535 2.297
H 0.053 0.326 1.261
H 0.697 0.648 2.875
H 2.037 1.777 1.353
H 0.410 2.194 -0.501
H 1.316 3.626 0.031
H -0.328 3.337 0.619
```

HOMO energy = -12.25 eV
gap between HOMO and LUMO = 8.8 eV
M = 104.2 g/mol
total energy = -324.78199 Eh
net charge = +1
LUMO = -3.4392 eV
multiplicity = 1
relative energy (zero: lowest compared OMol25 entry of this formula, charge and spin) = 52.0 kcal/mol

=====

No. 6
DFT (ωB97M-V/def2-TZVPD) results for a 2-piece molecular cluster, C4H10OS overall.

```
16
Properties=species:S:1:pos:R:3
C -1.758 -0.622 0.086
C -1.955 0.890 0.092
S -2.256 1.377 -1.722
H -2.838 -0.922 0.080
H -1.508 -1.068 -0.871
H -1.211 -1.240 0.901
H -1.126 1.347 0.599
H -2.782 1.046 0.692
H -3.617 1.744 -1.543
C 3.235 -0.745 1.084
C 2.658 -0.115 0.037
O 1.855 -0.667 -0.950
H 3.942 -0.129 1.725
H 3.175 -1.812 1.400
H 2.781 0.959 -0.156
H 1.404 -0.042 -1.453
```

HOMO energy = -9.17 eV
gap between HOMO and LUMO = 9.8 eV
M = 106.2 g/mol
total energy = -631.74608 Eh
LUMO = 0.6002 eV
multiplicity = 1
relative energy (zero: lowest compared OMol25 entry of this formula, charge and spin) = 49.3 kcal/mol

=====

What is the formula in the fifth record?
C4H14N3